[1]
74
Properties=species:S:1:pos:R:3:forces:R:3 method="wB97M-V/def2-TZVPD" de_lowest_kj_mol=497.3 total_charge=-1 orbital_gap_ev=4.730 e_lumo_ev=2.14
P 0.694 -1.264 -0.103 1.2651 -2.2152 0.6345
P -0.747 0.381 -0.404 -0.2935 2.3762 0.3469
O 3.417 -0.568 -0.659 0.6335 2.9701 0.2674
O 10.250 -3.221 0.049 -1.9397 -0.0646 0.1735
O -0.403 -0.019 2.468 0.3805 2.1383 2.8383
O -5.567 1.402 1.886 -0.1722 0.2712 0.6630
O 8.102 -3.309 -0.580 0.8861 -0.3725 -0.0559
O -4.608 -1.119 -4.035 -0.2778 -0.1231 0.4304
O -4.762 3.080 3.132 -0.8360 -0.9764 -1.5966
O -3.803 0.558 -2.789 -0.9266 -1.1186 -2.2212
O 1.245 1.016 3.575 0.4020 0.0225 -0.2702
N -0.138 1.851 -0.053 -0.5700 0.6829 -1.1496
C 9.064 -3.211 0.366 1.1253 0.2123 -0.6342
C -4.247 1.085 -5.061 -0.4858 0.4227 -0.2067
C -4.228 0.168 -3.873 0.9994 0.7127 1.5952
C 6.700 -3.488 -0.306 -0.3766 0.3717 0.1651
C 8.656 -2.998 1.795 -0.0809 -0.4921 0.5076
C 6.026 -2.156 -0.044 0.0634 -0.0607 0.1023
C -4.291 -1.999 -6.284 0.2184 0.0684 -0.0782
C 4.322 0.629 -0.656 -0.2189 0.3848 -0.0028
C -5.284 -1.632 -5.199 0.2160 0.0462 -0.0746
C 1.753 1.629 5.876 -0.1331 -0.1438 0.1631
C 2.085 0.010 -0.399 0.5837 1.8740 -0.1968
C -5.249 0.523 -0.362 0.0333 0.1956 0.1672
C -5.186 2.690 2.049 0.7722 0.2785 1.1622
C -5.206 3.607 0.860 -0.4789 0.4395 -0.1788
C -1.094 1.475 4.178 -0.3093 0.5896 -0.1543
C -0.065 0.790 3.326 -0.9048 -1.3069 -1.3900
C -6.243 0.889 0.723 0.2452 -0.1234 -0.3175
C 1.747 2.065 4.424 -0.2258 -0.1980 -0.0557
H 4.819 0.791 0.415 -0.8576 -0.5526 -2.2131
H -4.993 0.823 -5.808 0.1340 -0.1365 -0.1199
H 1.808 0.640 -1.374 0.5464 -0.9803 2.0512
H 2.333 0.709 5.997 0.0106 0.1629 -0.0764
H -3.729 -1.126 -6.627 -0.1315 -0.0556 -0.0141
H 9.378 -3.505 2.440 0.0645 0.2746 -0.1743
H 0.635 -1.033 1.317 0.6063 -0.1260 -0.9154
H -3.557 -2.716 -5.903 -0.1902 0.0542 -0.0097
H 1.619 -2.375 0.083 0.4313 -0.2141 -0.0336
H 2.188 2.407 6.510 -0.0108 -0.0467 -0.0453
H -5.951 3.344 0.113 0.1577 -0.1645 -0.1031
H 6.181 -1.477 -0.888 -0.1214 -0.2276 0.0820
H -4.515 -0.194 0.019 -0.1461 0.0771 -0.0919
H 3.708 1.633 -0.859 1.2709 -2.2803 0.2778
H -1.379 0.811 4.999 0.0257 0.0727 -0.0920
H -6.053 -0.935 -5.546 0.1598 0.0373 0.0242
H 6.439 -1.662 0.839 -0.0575 -0.0963 0.0143
H -0.424 -2.201 0.062 -0.5703 -0.1699 -0.0585
H 0.673 -1.578 -1.536 -0.0948 0.3100 -0.5381
H -5.459 4.613 1.204 0.2836 -0.1516 0.0653
H 5.115 0.518 -1.510 -1.2689 0.0812 1.7166
H 4.951 -2.291 0.107 0.0920 0.1366 -0.1165
H -5.812 -2.536 -4.876 0.1763 0.2371 0.2211
H -4.501 2.092 -4.717 0.3012 -0.1654 0.0492
H 7.682 -3.415 2.042 -0.0991 0.2266 -0.0878
H 1.198 2.998 4.264 -0.0509 -0.1690 0.0348
H -5.762 0.081 -1.221 0.0640 0.0444 0.1239
H -7.012 1.587 0.375 0.1320 0.0818 0.0635
H 0.743 1.415 6.236 0.0671 0.1219 -0.0395
H -1.174 0.361 -1.777 -0.3250 -0.3277 0.4337
H -4.804 -2.440 -7.142 0.0253 0.0247 0.0805
H -6.770 -0.015 1.046 0.1498 0.2366 0.2678
H 2.777 2.254 4.104 -0.2340 -0.2112 -0.1806
H 2.196 0.732 0.545 -0.4427 -1.3361 -2.0301
H -4.688 1.396 -0.706 -0.1417 -0.1771 -0.0050
H 6.265 -3.939 -1.204 0.3593 0.0660 0.0780
H -4.213 3.620 0.402 -0.1011 -0.0514 0.0635
H 8.664 -1.926 2.013 -0.0276 -0.1526 -0.0415
H -1.970 1.686 3.560 0.1070 -0.2661 0.1079
H 6.546 -4.208 0.505 0.1297 0.1154 -0.0056
H -3.255 1.098 -5.520 -0.1237 0.0013 0.0754
H -1.907 0.206 0.442 0.0212 -0.4069 -0.7089
H -0.767 2.433 4.578 0.0663 -0.0605 0.1818
H -0.163 2.464 -0.902 0.0185 -0.6986 1.0550

[2]
75
Properties=species:S:1:pos:R:3:forces:R:3 method="wB97M-V/def2-TZVPD" spin_multiplicity=2 de_lowest_kj_mol=112.5 total_charge=+1 orbital_gap_ev="8.116 / 6.559" e_lumo_ev="-2.56 / -4.12"
Br -0.068 0.556 2.788 -0.1229 -0.0474 0.1888
Se 5.451 0.658 -1.649 -0.2063 0.1182 0.2602
Cu 0.376 0.686 0.526 0.1712 -0.1906 -0.1387
P 1.508 -1.376 0.319 -0.1477 0.2778 -0.1169
P 0.963 3.566 -0.030 -0.1168 -0.0809 0.4217
O 1.257 2.170 -0.532 -0.0042 -0.1507 0.0628
O 0.039 3.770 1.140 0.0080 0.0010 -0.3414
N -1.378 4.185 -0.998 0.0812 -0.0043 0.3025
N -3.811 0.296 -0.406 0.0665 -0.0263 0.0139
N -1.692 1.233 -0.025 0.0157 0.2899 0.1216
N 3.035 3.910 1.558 -0.0009 -0.0036 0.0638
N 4.015 1.430 0.782 0.2162 -0.0994 -0.2733
C -0.958 -2.424 -0.316 -0.0021 -0.0172 0.0067
C -4.744 -0.406 -1.293 -0.0302 0.1036 0.0011
C 2.883 -1.309 2.824 -0.0292 0.0258 0.0144
C 2.982 -1.741 1.365 0.0786 -0.0341 -0.0090
C 2.047 -2.933 -2.047 -0.0283 -0.0220 -0.0178
C 0.054 4.416 -1.400 -0.1916 0.0445 -0.0761
C 2.490 4.459 0.311 0.1327 0.2025 -0.0846
C 0.288 -2.739 0.513 -0.0494 -0.0980 -0.0076
C -2.569 0.639 -0.787 -0.0439 -0.1803 -0.1048
C -4.786 -1.908 -1.059 0.0040 -0.0416 -0.0305
C 1.596 -0.502 -2.370 -0.0230 0.0452 -0.0454
C -3.663 -0.494 1.975 -0.0088 -0.0398 -0.0230
C 4.592 1.181 -0.218 0.1714 -0.2857 -0.1854
C -2.138 0.333 -2.196 -0.0139 0.0202 -0.0060
C -4.252 0.494 0.979 -0.0615 0.0588 -0.0272
C 2.167 -1.544 -1.413 0.1628 -0.0471 -0.0006
C 3.436 -3.199 1.248 0.0143 -0.0036 0.0219
C -0.113 -3.064 1.950 -0.0144 0.0584 -0.0084
H -5.170 -2.152 -0.070 -0.0088 0.0122 0.0207
H 1.689 0.516 -1.994 0.0159 -0.0436 0.0274
H -1.490 -1.575 0.119 -0.0068 0.0089 0.0302
H 0.544 -0.708 -2.582 0.0033 -0.0055 -0.0084
H 3.748 -1.121 0.895 0.0249 0.0546 -0.0288
H -2.753 0.861 -2.925 -0.0117 0.0237 -0.0128
H 2.612 -2.940 -2.980 0.0022 0.0171 -0.0068
H 0.783 -3.615 0.085 -0.0220 -0.0082 0.0144
H -2.042 4.803 -1.459 0.0402 -0.0643 0.0591
H 3.844 4.444 1.855 -0.0433 -0.0106 0.0187
H -5.438 -2.379 -1.794 -0.0185 -0.0061 -0.0059
H 2.679 -0.245 2.924 0.0183 -0.0009 -0.0344
H -1.635 -3.280 -0.304 0.0081 -0.0279 0.0008
H -3.791 -2.347 -1.154 -0.0048 0.0139 -0.0106
H -5.731 0.032 -1.130 0.0109 -0.0366 -0.0123
H -4.028 1.522 1.279 0.0121 -0.0045 0.0090
H 3.211 4.321 -0.498 -0.0030 -0.0184 -0.0114
H -2.216 -0.732 -2.412 -0.0107 0.0052 -0.0244
H 3.649 -3.497 0.224 -0.0031 0.0221 -0.0424
H -5.340 0.416 0.967 0.0228 -0.0078 0.0103
H 2.238 5.523 0.381 0.0681 0.0174 -0.0201
H 2.433 -3.740 -1.430 0.0280 -0.0004 0.0435
H -2.035 1.412 0.917 -0.0239 -0.0054 -0.0088
H 2.103 -1.844 3.363 -0.0261 -0.0124 0.0189
H 3.835 -1.525 3.311 0.0135 0.0059 0.0033
H 3.232 -1.315 -1.288 -0.0460 -0.0042 0.0117
H -0.581 -2.208 2.437 0.0145 -0.0067 -0.0118
H 1.012 -3.170 -2.298 -0.0010 -0.0010 0.0002
H 0.225 5.491 -1.422 0.0117 -0.0135 -0.0110
H -2.583 -0.389 2.065 0.0192 -0.0116 0.0023
H 0.235 3.978 -2.377 0.0270 0.0148 -0.0159
H -0.731 -2.192 -1.358 0.0382 -0.0059 0.0245
H -3.888 -1.521 1.690 -0.0130 -0.0092 -0.0070
H -0.833 -3.884 1.931 -0.0206 -0.0091 0.0169
H -1.639 3.193 -1.127 0.0580 0.0534 0.0998
H 2.338 3.958 2.297 -0.0020 0.0189 -0.0144
H 4.361 -3.317 1.813 0.0046 -0.0024 0.0157
H -1.358 4.294 0.054 -0.0049 -0.0573 -0.2836
H 2.135 -0.554 -3.318 0.0002 -0.0159 -0.0187
H 3.611 2.284 1.220 -0.1845 0.2510 0.1405
H -4.483 -0.192 -2.325 0.0032 -0.0165 -0.0040
H 0.727 -3.382 2.562 0.0537 -0.0009 0.0021
H 2.710 -3.894 1.668 -0.0357 0.0000 0.0030
H -1.103 0.644 -2.314 -0.0290 -0.0026 0.0138
H -4.090 -0.316 2.962 -0.0066 0.0175 0.0242

[3]
89
Properties=species:S:1:pos:R:3:forces:R:3 method="wB97M-V/def2-TZVPD" spin_multiplicity=4 orbital_gap_ev="5.771 / 8.151" e_lumo_ev="0.13 / -0.74"
Pt -1.734 -0.399 -0.698 0.5289 -1.6082 0.0128
Cl 4.631 -1.340 -3.711 0.0489 0.7063 -0.1533
Cl 1.988 -4.526 -2.462 0.2591 0.6264 -0.1889
S 3.766 3.229 -2.869 0.4948 -0.2867 -1.1920
S -0.711 2.939 0.498 -0.1161 1.8513 0.4908
S -3.355 -0.012 2.708 -0.9752 0.6990 0.0009
S -1.451 0.630 -4.160 1.4824 0.3370 -0.6244
S 0.589 -5.435 1.990 -0.3831 0.2163 -1.7880
O -2.126 3.571 1.206 1.6705 -2.3770 -2.6546
O 0.035 4.062 -0.154 -1.8912 -3.0258 1.4664
O 0.179 -0.677 0.609 -0.9894 0.0863 6.1308
O -3.891 1.288 3.117 1.2254 -1.8909 -0.6225
O 0.775 -4.555 3.146 0.2279 -1.8136 -1.1154
O -1.808 0.459 -2.746 -0.2966 1.1688 -3.1743
O -2.608 -0.638 4.070 -1.0693 1.2979 -1.8540
O 3.863 3.212 -1.200 -0.7766 1.0181 -1.9376
O -1.091 1.752 -0.278 0.4647 2.6385 0.9700
O 2.761 2.281 -3.371 1.6683 1.3601 1.4552
O -1.537 2.238 -4.597 -1.3729 -2.5218 0.1327
O -2.124 -0.085 -5.229 0.4819 1.0731 1.6196
O 3.769 4.568 -3.455 -0.4020 -1.6318 1.9479
O 0.454 -0.977 -1.382 0.9101 -1.2383 -4.6587
O 2.272 -0.847 -0.063 0.7507 -0.8829 0.2250
O -0.868 -6.250 2.190 2.9591 0.2397 -0.0319
O 1.534 -6.416 1.436 -1.6165 1.4655 2.1407
O -2.514 -0.145 1.486 -1.5965 0.4345 3.7552
C -2.037 -5.491 2.276 -1.9480 -0.1862 0.1277
C 5.448 2.644 -3.119 0.0532 -0.9969 -0.5275
C -1.550 -2.637 4.835 0.8124 -0.2586 0.8865
C -3.111 -6.265 3.089 -0.2995 0.5764 -0.4460
C -1.508 -1.524 3.808 -0.8207 -1.2702 0.1612
C 0.212 -4.321 0.597 -0.3058 -0.4365 0.7622
C -3.331 5.447 2.071 0.6049 -0.2589 0.7886
C 0.223 2.378 2.001 0.0925 0.1011 -1.6028
C 3.911 -2.534 -2.603 0.6510 -0.2079 0.1185
C -1.706 4.582 -3.831 -1.8424 -0.6064 -1.3675
C -0.950 3.239 -3.831 1.5807 3.2256 0.6363
C 0.389 0.284 -4.289 -1.9333 0.8642 0.0150
C -1.975 4.772 1.949 0.2678 -0.2285 -0.0720
C 3.686 1.952 -0.568 -0.7756 -0.5893 0.8829
C 3.925 2.088 0.910 0.4495 1.4156 0.3221
C -4.813 -1.145 2.571 1.4067 0.2167 0.5578
C 2.724 -3.118 -3.328 -0.1462 -0.6718 -0.8967
C 0.964 -0.938 -0.276 -1.3981 1.8664 -2.0525
H 0.417 -0.806 -4.267 0.2970 0.2292 0.1577
H 4.034 1.083 1.319 0.3174 0.3027 0.2941
H -2.416 -5.326 1.267 -0.1461 -0.2091 -0.2230
H -0.045 3.530 -4.363 0.7216 -0.6597 0.5727
H -3.402 -7.243 2.706 0.7508 -0.1494 -0.2412
H 5.617 1.652 -2.698 -0.3322 0.0926 0.4541
H -2.464 -3.231 4.860 -0.3092 0.3672 -0.3880
H 0.862 0.811 -3.460 0.0202 -0.4567 0.0322
H 3.787 -2.084 -1.618 -0.5817 0.0763 -0.3023
H 6.191 3.338 -2.726 -0.4311 0.1660 -0.0221
H -5.488 -0.819 3.362 -0.0850 0.0846 -0.3147
H 4.413 1.220 -0.921 -0.2512 -0.0567 -0.4519
H 1.953 -2.446 -3.704 -0.0986 0.3330 1.0968
H 4.726 -3.251 -2.515 -0.4235 -0.3688 0.1163
H -1.377 5.388 -3.175 0.3008 -0.6636 0.4029
H -0.602 -0.919 3.770 0.0799 -0.4399 -0.0872
H -2.929 -6.361 4.160 0.3258 0.1444 -0.1175
H -1.588 4.380 2.890 0.0035 0.8876 0.5170
H -0.809 3.096 -2.760 0.3077 -1.1757 -0.1780
H -0.764 -3.360 4.616 0.1816 0.0831 -0.1607
H -4.432 -2.131 2.838 -0.0436 -0.0683 -0.1971
H 3.082 -3.499 -4.285 0.3031 -0.4388 0.2029
H -0.434 -4.862 -0.095 -0.0070 0.0986 0.0567
H -3.802 5.645 1.108 0.1664 0.0491 0.1150
H -5.217 -1.145 1.559 0.0984 0.2923 0.1763
H 1.121 -4.041 0.064 0.0724 -0.1509 0.3606
H 0.853 3.200 2.342 -0.5595 0.1472 0.2560
H 4.750 2.786 1.053 0.8860 -0.7717 0.1739
H 2.659 1.589 -0.616 0.0805 -0.0808 -1.0393
H -1.238 5.384 1.430 -0.0370 0.2803 0.2289
H -1.374 -2.327 5.865 -0.0118 0.3333 -0.0281
H -3.131 6.356 2.638 -0.2494 0.3180 -0.2558
H -2.750 4.319 -3.664 -0.2331 0.3514 0.5947
H 2.213 -0.831 0.895 0.9486 0.0922 0.7484
H -1.733 -2.057 2.884 0.5859 0.4865 -0.5290
H 0.913 1.643 1.587 -0.1875 -0.2374 -0.0173
H 3.193 2.673 1.468 -0.7883 -0.4579 -0.2894
H -4.050 -5.727 2.955 -0.0426 0.4192 0.2316
H 5.622 2.446 -4.177 -0.2489 0.5475 -0.1628
H -1.916 -4.474 2.651 0.4287 -0.1205 0.5652
H -0.441 1.894 2.717 -0.0323 0.3284 -0.1056
H -3.980 4.850 2.712 -0.1366 -0.1260 -0.2743
H -0.274 -3.452 1.040 -0.0619 0.0417 -0.3038
H 0.712 0.726 -5.231 -0.0765 -0.2705 -0.0300
H -1.762 5.041 -4.818 0.3619 -0.1464 -0.2812